w.
# C10H10N2

A 2-piece molecular cluster, C10H10N2 overall (wB97M-V/def2-TZVPD, the Open Molecules 2025 dataset).

```
22
Properties=species:S:1:pos:R:3:lowdin_charge:R:1
C 4.33718 -0.64288 0.12865 -0.098
C 3.09501 -1.40679 0.11798 -0.052
C 1.90375 -0.69923 0.05972 -0.113
N 2.10205 0.63643 -0.06117 0.028
C 3.15427 1.30266 -0.10086 -0.229
C 4.42664 0.69823 -0.11459 -0.077
H 5.26369 -1.17816 0.06557 0.086
H 3.12243 -2.50388 0.24767 0.101
H 0.95496 -1.20694 0.15512 0.091
H 3.12255 2.42694 -0.22799 0.119
H 5.47533 1.17632 0.12465 0.142
C -4.19875 0.85504 0.27967 -0.193
C -4.50770 -0.46085 0.26109 -0.105
C -3.33518 -1.34256 -0.23991 -0.077
N -2.03161 -0.90626 -0.43042 0.022
C -1.96327 0.36504 -0.39617 -0.258
C -2.92396 1.37355 -0.15289 -0.076
H -5.13852 1.55756 0.84771 0.170
H -5.58685 -0.81277 0.76936 0.152
H -3.60691 -2.35186 -0.57184 0.086
H -0.74457 0.56854 -0.65150 0.147
H -2.92054 2.55187 -0.10984 0.134
```

Properties
HOMO-LUMO gap ... 9.52 eV
HOMO level ... -9.0 eV
2S+1 ... 1

---

x.
# C10H10N2

A 2-piece molecular cluster, C10H10N2 overall (wB97M-V/def2-TZVPD, the Open Molecules 2025 dataset).

```
22
Properties=species:S:1:pos:R:3:lowdin_charge:R:1
C -1.22786 0.82083 0.08883 -0.333
C -2.36008 0.07339 -0.13656 -0.079
C -2.34098 -1.31965 -0.37608 -0.120
C -1.24053 -1.98830 -0.08801 -0.061
C 0.07969 -1.32554 0.14219 -0.169
C 1.22460 -2.02493 0.16818 -0.110
C 2.40242 -1.30213 0.06819 -0.130
C 2.46441 0.02793 -0.25940 -0.051
C 1.28901 0.80231 -0.05335 -0.271
C 0.05218 0.14777 0.17269 -0.063
H -2.23389 2.79370 -0.55948 0.274
H -1.00602 2.66756 1.48659 0.216
H -3.33375 0.45672 0.13191 0.097
H -3.20934 -2.08363 -0.38460 0.138
H -1.26685 -3.04512 0.17123 0.106
H 1.26273 -3.22901 0.32284 0.162
H 3.31118 -1.85871 0.42998 0.120
H 3.49313 0.39526 -0.38227 0.111
H 2.08183 2.71574 -0.80816 0.083
H 0.29827 2.82203 -0.22852 0.153
N -1.14577 2.25876 0.29903 -0.074
N 1.40563 2.19504 -0.20526 0.001
```

Properties
HOMO-LUMO gap ... 6.96 eV
HOMO level ... -7.0 eV
2S+1 ... 1

---

Relative energy of each structure, in eV: w 0.000; x 0.848.

---

w.
# C2H2Cl2F2

One molecule with the formula C2H2Cl2F2 (wB97M-V/def2-TZVPD, the Open Molecules 2025 dataset).

```
8
Properties=species:S:1:pos:R:3:lowdin_charge:R:1
F 1.40572 -0.14891 -1.14589 -0.087
C 0.79025 0.09435 0.08188 -0.720
Cl 1.26527 -1.04901 1.33755 0.679
C -0.79863 0.08453 -0.10586 -0.832
F -1.28946 -0.16597 1.13519 -0.083
Cl -1.23402 -1.07742 -1.24153 0.754
H 1.11777 1.16929 0.44119 0.144
H -1.25691 1.09313 -0.50254 0.144
```

Properties
HOMO-LUMO gap ... 11.99 eV
HOMO level ... -11.2 eV
2S+1 ... 1

---

x.
# C2H2Cl2F2

One molecule with the formula C2H2Cl2F2 (wB97M-V/def2-TZVPD, the Open Molecules 2025 dataset).

```
8
Properties=species:S:1:pos:R:3:lowdin_charge:R:1
F 1.63181 0.52919 -0.59304 -0.031
C 0.67152 0.20352 0.32450 -0.703
Cl 0.13809 1.64658 1.27146 0.648
C -0.53721 -0.42200 -0.30555 -0.800
F -1.46612 -0.62527 0.64696 -0.042
Cl -1.17235 0.54547 -1.61597 0.694
H 1.17318 -0.43906 1.02433 0.109
H -0.43894 -1.43841 -0.75269 0.127
```

Properties
HOMO-LUMO gap ... 12.19 eV
HOMO level ... -11.4 eV
2S+1 ... 1

---

Relative energy of each structure, in eV: w 0.383; x 0.000.